The following is a quantum chemistry calculation of a cluster of 3 separate species, C29H50N4O6 in total, from the Open Molecules 2025 dataset.

Last column: Löwdin charge in e.
Positions of all 89 atoms, in Å:
1 C -5.6065 -1.5809 1.7760  -0.118
2 N -4.5239 -2.4934 2.1767  -0.093
3 C -3.6564 -2.8795 1.0610  -0.152
4 C -2.1956 -2.5630 1.2879  -0.045
5 C -1.5090 -2.8296 2.3968  -0.146
6 N -2.0733 -3.4866 3.5603  0.186
7 C -2.1888 -4.7030 3.4394  -0.272
8 O -2.4025 -5.8372 3.4398  0.217
9 C -0.0716 -2.4472 2.4733  -0.295
10 O 0.6872 -3.0685 3.1862  0.126
11 C 0.4014 -1.3135 1.6187  -0.091
12 C 1.6058 -0.5803 2.1470  -0.128
13 C 2.8731 -0.6332 1.2525  -0.161
14 C 3.7602 0.6416 1.3291  -0.179
15 C 4.0257 1.3477 -0.0281  -0.192
16 C 3.7230 2.8522 -0.1212  -0.201
17 C 2.3513 3.3739 0.3744  -0.184
18 C 1.6403 4.1371 -0.7625  -0.201
19 C 0.0968 4.1668 -0.7342  -0.167
20 C -0.4787 5.4929 -0.1962  -0.226
21 O -1.5112 5.3319 0.7633  -0.189
22 C -2.6507 4.7394 0.1916  -0.125
23 C -0.2512 -1.0663 0.4772  -0.089
24 C 0.1151 0.0347 -0.4685  -0.083
25 C 0.5823 -0.3781 -1.9031  -0.367
26 C -0.4249 0.0544 -2.9918  -0.060
27 C 0.9749 -1.8534 -2.0726  -0.079
28 C -1.4448 -1.9052 0.1622  -0.252
29 O -1.8646 -2.0428 -0.9666  0.132
30 H -6.4888 -1.7457 2.3990  0.069
31 H -5.3158 -0.5310 1.8708  0.066
32 H -5.9221 -1.7879 0.7549  0.074
33 H -3.9891 -2.0030 2.8792  0.061
34 H -3.9370 -2.3730 0.1389  0.108
35 H -3.7372 -3.9598 0.8922  0.127
36 H 1.8776 -1.0650 3.0844  0.109
37 H 1.3474 0.4472 2.4154  0.117
38 H 3.4588 -1.4657 1.6432  0.110
39 H 2.6344 -0.8823 0.2204  0.087
40 H 4.7336 0.2757 1.6635  0.098
41 H 3.4186 1.3230 2.1077  0.104
42 H 3.5197 0.7883 -0.8175  0.092
43 H 5.0952 1.2529 -0.2279  0.102
44 H 4.5161 3.3943 0.3975  0.105
45 H 3.8250 3.1201 -1.1751  0.097
46 H 2.5641 4.1055 1.1573  0.107
47 H 1.7272 2.6108 0.8382  0.088
48 H 1.9765 5.1765 -0.7004  0.105
49 H 1.9572 3.7804 -1.7431  0.099
50 H -0.2697 4.0306 -1.7524  0.108
51 H -0.2878 3.3565 -0.1144  0.098
52 H 0.3063 6.0911 0.2660  0.117
53 H -0.9167 6.0815 -1.0135  0.116
54 H -2.5195 3.6767 -0.0231  0.079
55 H -2.9489 5.2332 -0.7442  0.091
56 H -3.4782 4.8154 0.8935  0.086
57 H 0.8831 0.6677 -0.0329  0.090
58 H -0.7756 0.6626 -0.5727  0.124
59 H 1.4912 0.1978 -2.0987  0.109
60 H -0.1590 1.0405 -3.3768  0.070
61 H -0.3265 -0.6333 -3.8310  0.056
62 H -1.4490 0.0372 -2.6262  0.070
63 H 0.1494 -2.4665 -2.4188  0.073
64 H 1.7276 -1.9048 -2.8550  0.055
65 H 1.4493 -2.2743 -1.1820  0.073
66 C 3.1403 -4.2189 -7.2649  -0.060
67 N 2.6296 -3.0915 -6.5119  -0.198
68 C 3.2937 -1.8033 -6.6211  -0.039
69 C 1.5538 -3.1925 -5.7080  -0.332
70 O 1.0916 -2.2760 -5.0558  0.007
71 H 4.1711 -4.4316 -6.9744  0.089
72 H 3.1138 -4.0015 -8.3346  0.089
73 H 2.5330 -5.1004 -7.0714  0.082
74 H 3.6476 -1.4797 -5.6418  0.092
75 H 2.5961 -1.0528 -6.9939  0.093
76 H 4.1367 -1.8865 -7.3025  0.085
77 H 1.1189 -4.2060 -5.6892  0.137
78 C -2.5547 1.2778 6.2183  -0.052
79 N -2.4957 0.6812 4.8995  -0.187
80 C -1.8232 -0.5879 4.7039  -0.023
81 C -3.0450 1.2494 3.8163  -0.343
82 O -3.0215 0.7516 2.7029  0.003
83 H -1.5465 1.4664 6.5918  0.090
84 H -3.0680 0.6085 6.9113  0.090
85 H -3.0949 2.2212 6.1752  0.083
86 H -1.0072 -0.4609 3.9898  0.090
87 H -2.5241 -1.3112 4.3016  0.061
88 H -1.4278 -0.9529 5.6482  0.102
89 H -3.5382 2.2132 4.0254  0.136

Values from the calculation:
HOMO-LUMO gap in eV: 7.94



The following is a quantum chemistry calculation of the molecule C29H50O, from the Open Molecules 2025 dataset.

Last column: Löwdin charge in e.
Positions of all 80 atoms, in Å:
1 C 2.6111 1.6871 -5.0041  -0.099
2 C 4.0259 1.1226 -4.9178  -0.229
3 C 4.5750 1.1115 -3.4847  -0.318
4 C 3.7284 0.1808 -2.5900  -0.167
5 C 2.9624 0.9419 -1.5081  -0.167
6 C 2.1112 0.0254 -0.6102  -0.330
7 C 3.0299 -0.6637 0.3983  -0.052
8 C 0.9918 0.8445 0.0593  -0.232
9 C 0.0566 1.4839 -0.9894  -0.134
10 C -1.3508 1.5219 -0.3800  -0.135
11 C -1.1780 1.0747 1.0752  -0.221
12 C -2.4417 0.4971 1.7312  -0.228
13 C -3.6172 1.4565 1.5467  -0.137
14 C -4.8546 0.8803 2.1469  -0.029
15 C -5.0616 -0.4181 2.3100  -0.186
16 C -6.2854 -0.9091 3.0294  -0.093
17 C -5.8542 -1.5761 4.3418  -0.381
18 O -5.2095 -0.6660 5.2089  -0.018
19 C -4.8793 -2.7112 4.0395  -0.129
20 C -3.6821 -2.2271 3.2217  -0.122
21 C -4.0658 -1.4904 1.9209  -0.383
22 C -4.7269 -2.4669 0.9329  -0.015
23 C -2.8219 -0.8878 1.2007  -0.208
24 C -1.6009 -1.8092 1.2600  -0.133
25 C -0.4257 -1.2346 0.4763  -0.113
26 C 0.0310 0.1154 1.0375  -0.410
27 C 0.6197 -0.0309 2.4425  -0.020
28 C 6.0658 0.7146 -3.4214  -0.402
29 C 6.9341 1.4650 -4.4323  -0.084
30 C 6.6214 0.9832 -2.0212  -0.071
31 H 2.2834 1.7176 -6.0412  0.070
32 H 2.5849 2.7005 -4.6085  0.077
33 H 1.9014 1.0841 -4.4443  0.060
34 H 4.6642 1.7411 -5.5482  0.095
35 H 4.0426 0.1063 -5.3193  0.121
36 H 4.4975 2.1348 -3.0996  0.141
37 H 4.3709 -0.5698 -2.1294  0.097
38 H 3.0125 -0.3671 -3.2054  0.113
39 H 2.3255 1.6732 -2.0025  0.096
40 H 3.6669 1.4922 -0.8804  0.124
41 H 1.6508 -0.7398 -1.2439  0.137
42 H 3.3608 0.0430 1.1557  0.089
43 H 2.5363 -1.4959 0.8896  0.061
44 H 3.9091 -1.0601 -0.1040  0.069
45 H 1.4739 1.6489 0.6265  0.150
46 H 0.3895 2.4898 -1.2430  0.110
47 H 0.0602 0.8950 -1.9075  0.113
48 H -2.0145 0.8425 -0.9134  0.109
49 H -1.7801 2.5214 -0.4411  0.113
50 H -0.8828 1.9536 1.6614  0.157
51 H -2.2573 0.4077 2.8074  0.150
52 H -3.3927 2.4187 2.0138  0.124
53 H -3.7884 1.6440 0.4829  0.117
54 H -5.6130 1.5908 2.4529  0.109
55 H -6.8386 -1.6342 2.4313  0.119
56 H -6.9563 -0.0718 3.2427  0.119
57 H -6.7467 -1.9857 4.8502  0.143
58 H -5.6644 0.1812 5.1632  0.094
59 H -5.4137 -3.5065 3.5186  0.113
60 H -4.5154 -3.1151 4.9857  0.120
61 H -3.0625 -3.0935 2.9900  0.117
62 H -3.1089 -1.5427 3.8489  0.125
63 H -5.5216 -3.0412 1.3978  0.070
64 H -3.9907 -3.1693 0.5497  0.082
65 H -5.1498 -1.9187 0.0929  0.096
66 H -3.1020 -0.7706 0.1477  0.148
67 H -1.2910 -1.9526 2.2936  0.110
68 H -1.8509 -2.7887 0.8463  0.116
69 H -0.7164 -1.1133 -0.5676  0.127
70 H 0.3986 -1.9487 0.5088  0.115
71 H 1.1465 0.8773 2.7281  0.090
72 H 1.3134 -0.8627 2.5075  0.073
73 H -0.1682 -0.1979 3.1720  0.075
74 H 6.1454 -0.3581 -3.6338  0.140
75 H 6.7604 2.5370 -4.3634  0.086
76 H 6.7378 1.1413 -5.4506  0.069
77 H 7.9855 1.2780 -4.2230  0.074
78 H 6.0385 0.4859 -1.2516  0.062
79 H 7.6480 0.6306 -1.9471  0.077
80 H 6.6126 2.0522 -1.8172  0.085

Values from the calculation:
HOMO-LUMO gap in eV: 9.60
Energy above the lowest of the compared OMol25 structures with the same formula, charge and spin in kJ/mol: 4.9



Short version: HOMO level = -8.62; -8.81 eV, in the order given.